# C3H5P

A single C3H5P molecule (ωB97M-V with the def2-TZVPD basis set, the Open Molecules 2025 dataset).

The energy above the lowest of the compared OMol25 structures with the same formula, charge and spin is 71.3 kcal per mole. The HOMO energy (alpha / beta) comes out at -7.65 / -7.12 eV. The orbital gap (alpha / beta) is 7.43 / 6.36 eV. As for the total charge: 0. As for the total energy: -458.46789 Eh.

Each line ends with the Löwdin charge.
Cartesian coordinates (Å):
1 P -1.94 0.86 1.57  0.719
2 C -0.69 0.03 -0.54  -0.140
3 C 0.60 0.62 -0.62  -0.135
4 C -1.54 -0.45 0.27  -0.497
5 H 1.32 -0.15 -0.89  0.091
6 H -1.01 0.09 2.01  -0.235
7 H 0.57 1.52 -1.23  0.087
8 H -2.23 -1.25 0.20  0.041
9 H 0.84 0.97 0.38  0.071